Molecular formula: H17LiO9
Method: DFT, wB97M-V/def2-TZVPD

Geometry as XYZ:
```
27
Properties=species:S:1:pos:R:3:forces:R:3:mulliken_charge:R:1
O -0.153 -0.093 -0.174 13.06 3.33 -6.56 -1.25
O -0.797 -1.376 -2.514 -2.98 0.12 -0.27 -0.69
O 0.283 -2.099 2.530 -0.66 -0.56 -0.68 -0.65
O -2.475 1.340 -0.528 1.24 -2.79 -3.12 -0.73
O 0.950 1.814 1.525 -3.73 -2.87 -0.13 -0.84
O 2.559 -0.328 1.523 -3.08 -0.39 0.70 -0.67
O 1.500 1.076 -2.061 2.70 -7.50 0.80 -0.62
O -1.075 3.388 0.307 1.08 0.48 0.49 -0.69
O -0.494 -3.185 -0.260 0.72 0.23 0.82 -0.71
Li 0.882 -1.644 0.380 0.30 0.38 0.75 0.88
H 0.439 1.292 0.765 1.15 0.75 1.56 0.37
H -0.481 -0.876 -1.775 1.52 1.08 1.05 0.34
H 1.610 2.253 1.077 2.52 1.69 -1.57 0.33
H 0.047 -3.859 -0.721 -0.84 1.02 -0.35 0.34
H 1.279 1.891 -2.182 -2.12 7.90 -1.26 0.28
H -1.735 -1.015 -2.423 1.36 -1.08 -0.95 0.35
H 1.718 0.318 1.705 3.49 -0.89 -0.76 0.41
H -0.383 2.947 0.821 -0.04 0.77 0.30 0.43
H -0.006 -3.069 2.383 -0.27 2.87 0.51 0.35
H -0.782 -2.410 -0.797 0.32 -1.41 -0.77 0.41
H 0.886 0.711 -1.431 -0.48 -0.21 0.44 0.46
H -1.536 2.620 -0.011 -1.07 -0.13 -0.61 0.35
H -1.581 0.805 -0.570 -1.73 1.56 0.33 0.30
H -2.733 1.139 -1.497 0.05 0.97 2.23 0.33
H 3.338 0.041 1.118 -0.20 0.89 -0.17 0.27
H -0.838 -0.290 0.184 -13.14 -3.96 7.33 0.31
H -0.431 -1.395 2.634 0.85 -2.24 -0.12 0.34
```
Forces are in eV/Å.

DFT total energy   -18908.0364 eV
E_HOMO   -10.3 eV
Gap between HOMO and LUMO   9.82 eV
Net charge   0
F_max   15.56 eV/A

=====

Molecular formula: C11H24N2O5P
Method: DFT, wB97M-V/def2-TZVPD

Geometry as XYZ:
```
43
Properties=species:S:1:pos:R:3:forces:R:3:mulliken_charge:R:1
P -3.453 -1.646 2.019 2.09 -0.43 -0.32 0.06
O -3.641 -0.453 1.116 -1.20 -2.21 1.97 -0.49
O -0.544 1.266 -3.534 -0.40 0.29 -0.51 -0.62
O 2.557 0.099 -0.244 -0.17 0.30 0.35 -0.34
O -1.187 1.134 -1.455 0.47 0.05 -0.33 -0.24
O 3.626 -1.232 1.083 0.57 -0.40 0.26 -0.55
N 1.186 -0.659 2.821 0.24 1.06 0.29 -0.76
N -1.958 -2.274 2.118 -1.37 0.46 0.29 -0.54
C 3.600 -0.692 0.013 -0.44 0.01 -0.27 0.82
C 0.795 -3.029 2.707 -0.63 0.35 0.28 -1.20
C -1.959 3.039 -2.815 0.36 0.42 0.14 -1.20
C -1.159 1.772 -2.630 -0.43 -0.30 0.52 0.84
C -3.190 1.451 -0.096 0.23 1.34 -1.66 -1.07
C 4.627 -0.963 -1.060 0.34 0.41 0.07 -1.15
C 2.395 0.983 -1.348 -0.02 -0.11 -0.47 -0.33
C -1.700 1.682 -0.228 -0.68 0.21 0.40 -0.14
C -1.151 -1.235 2.765 -0.07 -0.73 0.06 -0.12
C 1.820 0.271 -2.552 0.60 -0.37 0.09 -1.00
C 0.321 -1.571 2.775 0.30 -0.95 -0.43 0.53
H 1.530 -3.142 1.907 -0.18 0.04 -0.09 0.24
H 1.321 -3.250 3.642 -0.18 -0.14 -0.02 0.29
H -3.799 -1.203 3.340 -0.42 -0.31 -0.06 0.01
H -3.747 1.962 -0.886 0.09 0.52 -0.13 0.32
H 2.117 -1.069 2.815 0.09 0.15 -0.11 0.31
H 1.632 0.982 -3.349 -0.02 -0.03 -0.04 0.35
H -3.547 1.812 0.868 0.04 -0.15 -0.08 0.32
H 1.689 1.738 -1.000 -0.01 -0.08 0.12 0.25
H -1.427 2.736 -0.130 0.13 0.08 -0.18 0.36
H -2.044 3.640 -1.913 -0.19 -0.18 0.09 0.36
H 2.501 -0.498 -2.927 0.15 0.07 0.04 0.39
H -1.282 -0.256 2.284 0.33 0.05 0.27 0.06
H -2.953 2.781 -3.179 -0.01 -0.03 0.08 0.27
H -1.457 3.655 -3.558 -0.04 -0.15 -0.16 0.35
H 4.790 -0.123 -1.734 -0.22 -0.03 -0.12 0.35
H 3.324 1.510 -1.581 0.13 -0.12 0.04 0.32
H -1.452 -1.133 3.836 0.13 0.22 -0.17 0.25
H -1.184 1.150 0.569 0.11 -0.15 -0.16 0.10
H 4.323 -1.838 -1.632 -0.05 0.04 -0.02 0.25
H -3.415 0.388 -0.174 0.26 0.86 -0.40 0.37
H -0.066 -3.683 2.562 0.21 -0.12 0.00 0.39
H -4.309 -2.714 1.658 -0.03 0.06 0.28 -0.01
H 5.580 -1.167 -0.577 -0.08 -0.18 0.07 0.34
H 0.889 -0.223 -2.296 -0.05 0.13 0.03 0.26
```
Forces are in eV/Å.

DFT total energy   -34302.8363 eV
E_HOMO   -3.7 eV
Gap between HOMO and LUMO   6.51 eV
Net charge   -1
F_max   3.20 eV/A

=====

Molecular formula: C43H33ClN3PSe2Te2Ti
Method: DFT, wB97M-V/def2-TZVPD

Geometry as XYZ:
```
86
Properties=species:S:1:pos:R:3:forces:R:3:mulliken_charge:R:1
Te 1.640 -2.345 5.585 -0.25 -0.10 -0.09 -0.41
Te -0.550 -4.677 4.729 0.24 -0.02 -0.16 -0.46
Se -0.117 -2.385 3.694 1.22 -0.68 1.85 -0.13
Se -1.434 -1.094 1.888 -1.16 1.26 -1.32 -0.17
Ti 1.166 -1.001 1.234 -1.27 -1.27 1.34 -0.76
Cl 3.919 5.436 0.185 -0.01 -0.01 0.02 -0.32
P -2.410 0.062 0.184 0.12 -0.04 0.01 0.14
N 2.651 -2.252 1.590 0.71 -0.06 -0.04 0.75
N 2.405 -0.201 0.028 0.25 0.29 -0.28 1.33
N 0.389 -1.485 -0.634 -0.09 0.40 -0.47 0.19
C -2.137 2.800 -0.128 0.01 0.06 0.00 -0.26
C 3.714 -0.592 0.212 -0.10 0.00 -0.13 0.21
C 5.174 -3.360 2.257 -0.03 0.00 -0.01 -0.96
C 2.768 -3.420 2.296 -0.07 0.12 -0.07 -0.46
C -1.456 -0.530 -3.014 -0.01 0.05 0.11 0.61
C -2.105 3.482 2.551 -0.05 -0.04 -0.04 -0.93
C -0.360 -2.591 -0.926 -0.08 0.14 0.09 -0.15
C -1.459 -2.392 -4.383 -0.12 -0.08 0.02 -0.97
C -4.853 0.000 1.701 -0.13 -0.02 0.01 -0.37
C 1.437 1.840 -2.937 0.00 0.02 -0.02 -1.65
C 2.132 1.746 2.196 0.03 0.00 0.23 -0.12
C 1.857 3.839 0.974 0.01 -0.01 -0.02 -0.86
C 0.296 1.155 -3.284 0.00 0.00 0.03 -0.68
C 1.774 0.334 -1.098 -0.09 -0.22 -0.29 -0.17
C 6.245 -1.634 0.804 0.02 0.02 0.00 -0.89
C 4.062 3.102 1.581 0.05 -0.03 0.00 -0.80
C -2.316 -2.124 -5.392 -0.02 0.03 -0.01 -0.42
C -1.951 4.474 1.590 -0.02 -0.03 -0.01 -0.42
C 3.989 -3.954 2.652 0.13 0.01 -0.04 -0.95
C -1.962 4.127 0.247 -0.03 -0.02 -0.02 -0.70
C -2.417 0.269 -3.562 -0.03 -0.02 -0.07 -0.11
C -6.855 -1.070 0.892 0.04 0.01 0.01 -0.44
C -6.177 -0.369 1.884 0.03 0.02 -0.01 -0.78
C 1.554 0.517 2.785 0.00 0.46 -0.29 -1.17
C 3.228 4.023 0.973 -0.02 -0.02 -0.01 0.29
C 0.583 -0.403 -1.456 0.22 -0.15 -0.17 -0.17
C -0.179 0.043 -2.559 0.05 0.01 0.01 1.29
C -2.297 1.795 0.825 0.02 0.00 0.03 0.79
C 3.513 1.985 2.192 0.02 -0.01 -0.02 -0.27
C -2.266 2.157 2.172 -0.04 0.13 0.09 -0.51
C -3.483 -0.173 -4.407 0.05 0.01 0.00 -1.00
C 4.845 -0.084 -0.416 0.03 0.06 0.04 -0.74
C -6.193 -1.403 -0.279 0.02 0.01 -0.02 -0.63
C -1.233 -2.865 -1.907 0.03 -0.02 -0.07 -1.94
C -4.179 -0.321 0.523 0.01 -0.04 0.07 0.37
C 5.112 -2.216 1.412 0.01 -0.01 0.07 0.88
C -4.865 -1.030 -0.459 -0.07 -0.01 -0.03 -0.08
C 1.325 2.713 1.581 -0.01 0.04 -0.04 0.82
C 6.101 -0.607 -0.103 -0.01 -0.01 0.02 -0.88
C 2.176 1.431 -1.825 0.14 0.07 0.13 -0.04
C -1.799 -1.996 -2.979 0.21 0.05 -0.07 1.96
C 3.845 -1.683 1.115 -0.01 -0.11 -0.19 0.25
C -3.440 -1.243 -5.257 0.01 -0.02 -0.01 -0.57
H -7.889 -1.360 1.038 0.00 0.00 0.00 0.35
H -2.076 3.733 3.605 0.01 0.02 -0.01 0.36
H 4.170 1.266 2.668 0.01 -0.01 -0.03 0.39
H 0.251 2.575 1.571 0.01 -0.02 -0.02 -0.02
H -0.203 -3.381 -0.197 -0.04 -0.03 0.00 0.31
H -4.339 0.532 2.490 0.03 -0.01 0.00 0.26
H -6.705 -1.953 -1.060 -0.01 -0.01 0.01 0.40
H 4.750 0.715 -1.137 0.00 0.02 0.02 0.33
H -2.126 2.531 -1.179 0.03 -0.02 0.00 0.12
H 1.206 4.560 0.495 0.00 0.00 0.00 0.50
H -1.822 4.885 -0.516 0.01 0.01 0.01 0.40
H -4.243 -1.340 -5.982 -0.01 0.01 0.01 0.34
H -0.263 1.462 -4.159 0.02 0.00 -0.01 0.54
H -2.891 -2.056 -2.899 0.00 0.00 -0.01 -0.05
H -4.352 -1.293 -1.377 0.01 0.03 0.00 0.20
H -6.677 -0.117 2.812 -0.02 0.00 -0.01 0.39
H -1.683 -3.852 -1.870 0.03 -0.02 0.01 0.28
H 1.850 -3.894 2.607 -0.03 0.04 0.00 0.64
H 2.226 0.064 3.518 0.02 -0.06 -0.04 0.27
H -2.359 1.337 -3.382 0.02 0.01 -0.05 0.20
H 1.767 2.688 -3.524 -0.01 0.01 0.01 0.34
H 6.136 -3.769 2.537 0.00 0.00 -0.01 0.38
H -2.330 1.392 2.936 0.04 -0.06 -0.04 0.35
H -2.125 -2.539 -6.378 0.00 -0.01 0.00 0.39
H -1.801 5.505 1.887 0.01 0.00 0.00 0.36
H 3.056 1.983 -1.518 -0.02 0.01 0.02 0.33
H 5.134 3.253 1.574 0.00 0.00 0.00 0.42
H 3.985 -4.844 3.267 0.00 -0.01 -0.02 0.38
H 7.225 -2.036 1.036 0.00 -0.01 -0.01 0.37
H -0.526 -2.917 -4.556 -0.01 -0.02 -0.01 0.39
H 0.597 0.739 3.262 -0.03 -0.10 0.02 0.76
H -4.330 0.499 -4.509 0.00 0.00 0.00 0.41
H 6.978 -0.195 -0.589 0.00 0.00 0.01 0.37
```
Forces are in eV/Å.

DFT total energy   -239804.8552 eV
Multiplicity   3
E_HOMO (spin up / spin down)   -0.8 / -1.7 eV
Gap between HOMO and LUMO (spin up / spin down)   4.71 / 5.46 eV
Net charge   -2
F_max   2.32 eV/A